No. 1
{"formula": "C5H21FeN8O6", "method": "ωB97M-V/def2-TZVPD", "elements": ["Fe", "C", "O", "H", "H", "H", "C", "O", "N", "N", "H", "H", "H", "H", "C", "O", "N", "N", "H", "H", "H", "H", "C", "O", "N", "N", "H", "H", "H", "H", "C", "O", "N", "N", "H", "H", "H", "H", "O", "H", "H"], "coordinates": [[0.087615, 0.138989, -0.076086], [2.697267, -1.087288, 1.375649], [1.976738, -0.385105, 0.440671], [2.159183, -1.986495, 1.742254], [3.631952, -1.498698, 0.962794], [2.961712, -0.456323, 2.238717], [-0.316672, -0.590579, -3.230824], [-0.002225, -0.749823, -2.047753], [0.550724, -0.027601, -4.115089], [-1.512266, -0.970632, -3.742303], [0.163727, 0.340367, -4.971310], [1.423985, 0.416063, -3.898059], [-1.537091, -1.039269, -4.745655], [-2.014299, -1.649166, -3.195465], [1.237791, 2.770999, -1.733666], [0.719958, 1.913734, -1.004044], [0.685916, 3.291685, -2.860488], [2.523782, 3.128436, -1.492006], [-0.296953, 3.091218, -2.936166], [1.148501, 4.005417, -3.384667], [3.005800, 2.791004, -0.678662], [2.980996, 3.673924, -2.197181], [-1.143625, -2.709634, 1.233788], [-0.833309, -1.700112, 0.610774], [-0.293305, -3.381644, 2.075766], [-2.426960, -3.160208, 1.289773], [0.660555, -3.079083, 2.183951], [-0.609534, -4.243297, 2.470835], [-2.683783, -3.949390, 1.848729], [-3.156342, -2.721412, 0.761414], [-0.569155, 0.938436, 3.104554], [-0.436267, 0.984584, 1.880421], [-0.489230, 2.008775, 3.939710], [-0.822326, -0.245393, 3.740380], [-0.255399, 2.853050, 3.441012], [-0.385595, 1.952536, 4.931313], [-1.224172, -0.134294, 4.654522], [-0.936515, -1.111326, 3.251220], [-1.894854, 0.707262, -0.479652], [-2.796672, 0.486546, -0.225668], [-1.979653, 1.383748, -1.163503]], "forces_ev_per_angstrom": [[2.44, -1.27, 1.02], [-0.28, 0.02, -0.24], [-1.20, 0.59, -0.65], [0.01, 0.07, 0.24], [0.03, 0.15, -0.02], [0.01, -0.21, 0.15], [1.55, 0.29, 1.29], [-0.52, -0.18, -0.64], [-0.57, 0.47, -1.33], [-0.02, 0.19, -0.24], [0.02, -0.24, -0.06], [-0.02, -0.28, 0.89], [-0.38, -0.31, 0.01], [-0.06, -0.01, -0.09], [1.69, -1.32, 0.90], [-1.04, 1.27, -0.82], [-0.63, -0.77, 0.73], [-0.55, 0.55, -0.62], [0.08, 0.37, -0.50], [-0.25, 0.29, -0.11], [-0.02, -0.22, -0.06], [0.49, 0.14, 0.32], [0.18, 0.34, 0.98], [-0.27, -0.47, -0.03], [-0.53, 0.47, -0.57], [-0.17, -0.20, -0.22], [0.06, -0.05, -0.22], [0.28, -0.22, 0.21], [-0.03, -0.12, 0.05], [0.17, 0.11, -0.15], [-0.01, -1.57, -0.22], [0.04, 0.98, 0.62], [-0.06, 0.45, -1.48], [-0.04, 0.80, 0.70], [0.04, 0.13, 0.46], [0.11, -0.09, 0.13], [0.00, -0.57, 0.09], [-0.02, 0.06, -0.25], [-0.85, 0.59, -0.63], [0.19, -0.18, 0.24], [0.10, -0.04, 0.13]], "mulliken_spin": [3.7934, 0.0047, 0.1030, 0.0021, 0.0042, 0.0031, 0.0086, 0.0110, 0.0017, 0.0020, 0.0003, -0.0002, 0.0002, -0.0001, 0.0039, 0.0152, -0.0008, -0.0007, 0.0002, 0.0000, 0.0000, 0.0001, -0.0005, 0.0077, -0.0009, -0.0003, 0.0000, 0.0002, 0.0002, -0.0001, 0.0046, 0.0064, 0.0013, 0.0005, 0.0000, 0.0002, 0.0000, -0.0002, 0.0249, 0.0035, 0.0007], "spin_multiplicity": 5, "s2": 6.01, "total_charge": 1, "e_lumo_ev": [-2.4, -2.4], "homo_lumo_gap_ev": [7.382, 7.304]}

---

No. 2
{"formula": "C8H7NO4S", "method": "ωB97M-V/def2-TZVPD", "elements": ["C", "C", "C", "C", "C", "C", "C", "C", "N", "O", "O", "O", "O", "S", "H", "H", "H", "H", "H", "H", "H"], "coordinates": [[0.949431, -1.762896, -2.405771], [1.338574, 0.503431, -0.087941], [1.138194, 0.816281, -1.369113], [0.111020, -1.015673, -1.560488], [0.438885, 1.104157, 0.924463], [-0.586226, -0.151999, 0.892785], [0.245390, -1.211113, 0.045675], [-0.995409, -0.751654, 2.245976], [1.734100, -2.340528, -3.019736], [0.488093, 3.321209, -1.909672], [-1.315616, 1.673476, -1.739663], [1.545750, -0.826618, 0.318587], [-0.129145, 2.236721, 0.401888], [0.006476, 2.109915, -1.311570], [-0.793220, -0.515864, -2.020349], [0.755913, 1.312964, 2.067851], [-1.563067, 0.261416, 0.511161], [-0.137122, -2.267466, 0.352959], [-0.891408, 0.134239, 2.902578], [-0.262063, -1.584933, 2.482343], [-2.078550, -1.045064, 2.278038]], "forces_ev_per_angstrom": [[0.85, -0.65, -0.30], [0.49, -0.63, 0.83], [-1.21, -2.50, 0.42], [0.17, 3.89, 1.27], [-0.21, -0.77, 3.28], [-1.00, 0.12, -0.50], [-3.40, -1.17, -1.12], [0.85, 0.39, 0.15], [-0.35, -0.05, 0.00], [0.04, -0.64, 1.13], [1.38, -0.10, 0.50], [0.97, -0.08, -0.33], [0.25, 1.24, -1.95], [-2.14, 1.43, -0.85], [0.81, -1.04, 0.71], [-0.26, -0.45, -2.80], [1.30, -0.48, -0.55], [1.46, 1.56, -0.54], [-0.06, -0.93, 0.45], [-1.16, 0.98, 0.37], [1.22, -0.12, -0.15]], "mulliken_charge": [0.0709, 0.3816, -0.4555, -0.2005, 0.1108, 0.1792, -0.1589, -1.2588, -0.4250, -0.6448, -0.5969, -0.3975, -0.4860, 1.1158, 0.5058, 0.3911, 0.3559, 0.5039, 0.3415, 0.3767, 0.2907], "spin_multiplicity": 1, "e_lumo_ev": -2.3, "homo_lumo_gap_ev": 8.485}

---

No. 3
{"formula": "C2H4N4S2", "method": "ωB97M-V/def2-TZVPD", "elements": ["N", "N", "C", "N", "S", "C", "N", "S", "H", "H", "H", "H"], "coordinates": [[2.562267, -0.440954, 0.137100], [1.537706, 0.576874, -0.138863], [0.216305, 0.166230, -0.333285], [-0.098810, -1.059381, -0.298775], [-1.721430, -1.454690, -0.388142], [-2.600361, 0.012961, 0.244142], [-2.288301, 1.269203, 0.247715], [-0.767718, 1.686757, -0.494016], [2.101714, -1.149460, 0.784934], [2.787842, -0.893728, -0.746995], [1.810197, 1.511729, 0.258194], [-3.539413, -0.225541, 0.727994]], "forces_ev_per_angstrom": [[-1.83, 0.34, 0.81], [1.30, -0.76, 0.34], [1.54, 2.04, 0.81], [0.02, 0.35, 0.11], [-1.27, 0.98, 0.24], [0.77, 0.87, -0.27], [0.63, -2.02, -0.32], [-0.58, -0.96, 0.05], [0.80, 1.03, -1.29], [-0.25, -0.04, 0.24], [-0.96, -1.63, -0.68], [-0.16, -0.21, -0.04]], "mulliken_charge": [-0.6628, -0.1650, 0.6305, -0.4850, -0.0344, -0.0317, -0.3672, -0.0635, 0.2923, 0.2647, 0.2613, 0.3608], "spin_multiplicity": 1, "e_lumo_ev": 0.4, "smiles": "NNC1=NSC=NS1", "homo_lumo_gap_ev": 8.846}

---

No. 4
{"formula": "C4H12N4", "method": "ωB97M-V/def2-TZVPD", "elements": ["H", "N", "C", "C", "N", "H", "H", "H", "H", "H", "N", "C", "C", "N", "H", "H", "H", "H", "H", "H"], "coordinates": [[1.070174, -0.834389, -1.728332], [1.348424, 0.064691, -1.339858], [1.554789, 0.034682, -0.088736], [2.010108, 1.283957, 0.605255], [1.438546, -1.074785, 0.703550], [1.248069, 1.612819, 1.311066], [2.930080, 1.091832, 1.153391], [2.181909, 2.064074, -0.128961], [0.822666, -1.799567, 0.355944], [1.406943, -0.936411, 1.700520], [-1.265596, -1.709497, -0.408616], [-1.854537, -0.730320, 0.431257], [-1.879238, 0.579874, 0.186150], [-1.462232, 1.198674, -0.997045], [-1.777559, -2.582964, -0.374638], [-1.228918, -1.376888, -1.365649], [-2.237019, -1.113385, 1.364476], [-2.334627, 1.231796, 0.918226], [-0.619325, 0.798840, -1.400008], [-1.352659, 2.196968, -0.897995]], "forces_ev_per_angstrom": [[0.09, -0.14, 0.23], [-0.10, 0.20, -0.97], [0.17, -0.14, 0.50], [-0.08, -0.01, -0.02], [0.22, -0.20, 0.17], [-0.03, 0.04, 0.09], [0.07, 0.02, 0.08], [0.00, 0.00, -0.01], [-0.07, 0.13, 0.05], [-0.01, 0.04, -0.07], [-0.11, 0.01, -0.20], [0.07, 0.02, 0.21], [-0.14, -0.04, 0.02], [-0.01, -0.05, -0.05], [0.03, 0.11, -0.11], [-0.07, -0.18, -0.06], [-0.05, 0.07, 0.09], [-0.03, -0.03, 0.06], [0.04, 0.23, 0.07], [0.00, -0.09, -0.08]], "mulliken_charge": [0.2548, -0.8618, 0.9033, -1.2810, -0.5298, 0.3138, 0.3861, 0.3145, 0.2724, 0.2279, -0.5169, -0.4163, -0.1318, -0.5909, 0.2286, 0.2093, 0.3461, 0.3380, 0.2596, 0.2742], "spin_multiplicity": 1, "e_lumo_ev": 0.9, "smiles": "[H]/N=C(/C)N.N/C=C\\N", "homo_lumo_gap_ev": 8.401}

---

No. 5
{"formula": "C4H9N4", "method": "ωB97M-V/def2-TZVPD", "elements": ["C", "C", "C", "C", "N", "N", "N", "N", "H", "H", "H", "H", "H", "H", "H", "H", "H"], "coordinates": [[-2.343477, 0.972477, 0.103882], [-0.333267, -0.880586, -0.167923], [0.161970, 0.419034, -0.228045], [0.700675, -1.983494, -0.086863], [-2.448704, -0.272099, 0.049912], [-1.621730, -1.237557, -0.144681], [-0.580910, 1.652817, -0.144359], [1.569700, 0.523649, 0.062541], [-2.941260, 1.772233, 0.234909], [1.253876, -1.796252, 0.902730], [1.439225, -2.195137, -0.829708], [0.177435, -3.033867, -0.000417], [-0.153829, 2.185786, 0.604993], [-0.644855, 2.288038, -0.936220], [1.670861, 0.579897, 1.196067], [2.049206, 1.281466, -0.339058], [2.045083, -0.276401, -0.277755]], "forces_ev_per_angstrom": [[1.87, -4.71, -0.60], [0.41, 0.89, -0.84], [-1.33, -1.02, -1.01], [-1.30, -2.35, 2.71], [-0.41, 4.51, 0.15], [1.28, -2.10, -0.08], [-0.17, -0.62, 0.54], [-0.49, 0.54, 4.32], [-1.74, 2.40, 0.59], [-0.65, -0.75, -1.16], [0.40, 0.69, -1.00], [0.74, 2.26, 0.11], [-0.68, 0.56, 0.54], [0.29, -0.48, -0.44], [0.52, -0.17, -3.05], [0.65, 1.71, -0.66], [0.62, -1.35, -0.12]], "mulliken_charge": [-0.0086, 0.8693, -0.2786, -1.3750, -0.0860, -0.7216, -0.3443, -0.2546, 0.4858, 0.3108, 0.3996, 0.3149, 0.3142, 0.3129, 0.4039, 0.3665, 0.2909], "spin_multiplicity": 1, "total_charge": 1, "e_lumo_ev": -4.1, "homo_lumo_gap_ev": 8.001}

---

No. 6
{"formula": "C2H2F4NiO4S", "method": "ωB97M-V/def2-TZVPD", "elements": ["O", "S", "O", "F", "O", "C", "O", "C", "F", "F", "F", "H", "H", "Ni"], "coordinates": [[-0.313677, 1.142022, 2.831417], [-0.517452, 1.823911, 1.488161], [0.422254, 3.225856, 1.544656], [0.152490, 3.983627, 0.444163], [0.202279, 0.893285, 0.262532], [-0.691530, -0.156577, -0.207221], [-0.196899, -1.508702, -0.023630], [0.987932, -1.762126, -0.778544], [0.919909, -1.303956, -2.101170], [1.222160, -3.152458, -0.831495], [2.143042, -1.210950, -0.188866], [-0.957063, 0.103987, -1.300045], [-1.687394, -0.096576, 0.373325], [-1.686053, -1.981343, -1.513283]], "forces_ev_per_angstrom": [[-0.46, 1.78, -3.06], [2.21, -1.64, 1.81], [-0.32, -1.86, 0.68], [-0.27, 0.32, -0.73], [-1.17, 0.79, 1.37], [-2.16, 0.87, 0.03], [0.67, 1.37, -1.66], [4.87, -2.17, -0.63], [-0.62, -0.67, 2.92], [-1.50, 3.86, 0.29], [-3.68, -0.96, -1.40], [0.99, -0.39, 1.28], [1.58, -0.45, -0.65], [-0.14, -0.85, -0.25]], "mulliken_spin": [0.5890, 0.1180, 0.1483, 0.0021, 0.1346, -0.0007, 0.0221, -0.0029, 0.0022, -0.0001, 0.0006, 0.0025, -0.0004, 0.9847], "spin_multiplicity": 3, "s2": 2.02, "total_charge": 2, "e_lumo_ev": [-9.7, -14.3], "homo_lumo_gap_ev": [10.145, 4.747]}